1.
The ion C7H11N2S with charge +1. Source: OMol25; level of theory: ωB97M-V/def2-TZVPD.

```
! wB97M-V def2-TZVPD RIJCOSX def2/J DEFGRID3
* xyz 1 3
C 1.778 1.585 -0.535
C 2.504 1.074 0.518
C 0.636 -0.036 0.348
C -0.597 0.933 -1.268
C -0.597 -0.788 0.552
C -1.591 0.021 -0.420
C -0.534 -2.284 0.057
N 0.670 0.887 -0.616
N 1.818 0.077 1.016
S -2.738 1.308 0.348
H 2.245 2.254 -1.297
H 3.525 1.388 0.878
H -0.504 0.575 -2.265
H -1.130 1.858 -1.206
H -0.769 -0.810 1.591
H -2.238 -0.465 -1.152
H -0.248 -2.366 -0.989
H -1.560 -2.567 0.349
H 0.169 -3.019 0.650
H 2.128 -0.545 1.805
H -2.967 0.920 1.636
*
```

Properties
Lowest unoccupied orbital energy (spin up / spin down) (Ha): -0.1210 / -0.3068
Energy relative to the best compared isomer or geometry (same formula, charge and spin) (eV): 2.2865

natural (NBO) population analysis, charges in e, atoms 1 to 2: number 1, C, carries -0.080; number 2, C, carries -0.025

---

2.
A structure of composition C52H89As2F12N7O3. Source: OMol25; level of theory: ωB97M-V/def2-TZVPD.

```
! wB97M-V def2-TZVPD RIJCOSX def2/J DEFGRID3
* xyz 4 1
C -6.087 5.295 -6.436
N -6.604 4.062 -5.843
C -7.842 4.029 -5.389
C -8.319 2.832 -4.839
C -7.480 1.715 -4.735
C -6.203 1.812 -5.167
C -5.701 2.991 -5.761
C -7.940 0.461 -4.135
C -7.201 -0.166 -3.122
C -7.781 -1.266 -2.425
N -8.979 -1.818 -2.915
C -9.689 -1.205 -3.878
C -9.156 -0.117 -4.486
C -9.566 -3.030 -2.275
H -5.953 5.110 -7.502
H -5.202 5.524 -5.843
H -6.884 6.039 -6.457
H -8.475 4.901 -5.317
H -9.383 2.746 -4.677
H -5.459 1.031 -5.101
H -4.658 3.096 -6.020
H -6.354 0.356 -2.701
H -7.249 -1.773 -1.634
H -10.686 -1.508 -4.165
H -9.778 0.402 -5.201
H -10.230 -3.539 -2.974
H -10.035 -2.591 -1.395
H -8.804 -3.760 -2.000
C -5.699 3.473 8.948
N -5.281 4.325 7.781
C -6.020 5.361 7.402
C -5.748 6.315 6.425
C -4.491 6.182 5.789
C -3.724 5.054 6.074
C -4.076 4.203 7.079
C -4.034 7.192 4.768
C -2.776 7.876 4.886
C -2.368 8.838 3.881
N -3.062 8.944 2.707
C -4.226 8.278 2.540
C -4.755 7.514 3.599
C -2.602 9.906 1.665
H -5.253 3.824 9.878
H -5.429 2.427 8.799
H -6.781 3.341 8.972
H -6.955 5.531 7.915
H -6.422 7.023 5.967
H -2.818 4.764 5.564
H -3.534 3.326 7.400
H -2.151 7.833 5.766
H -1.554 9.544 3.948
H -4.749 8.459 1.612
H -5.684 6.998 3.403
H -3.069 10.880 1.807
H -2.911 9.421 0.739
H -1.517 9.813 1.635
C 6.440 5.250 5.174
C 5.802 6.698 5.009
C 6.269 7.547 3.849
C 7.565 8.355 4.204
N 8.565 8.555 3.009
C 7.911 9.157 1.708
C 8.808 10.407 1.400
C 10.172 10.158 2.000
C 9.653 9.570 3.376
C 9.339 7.171 2.606
H 6.505 4.987 6.230
H 7.371 4.985 4.673
H 5.674 4.572 4.797
H 6.026 7.273 5.907
H 4.724 6.585 4.889
H 5.480 8.238 3.552
H 6.358 6.938 2.949
H 7.979 7.935 5.121
H 7.256 9.308 4.632
H 7.977 8.370 0.957
H 6.838 9.265 1.869
H 8.964 10.457 0.322
H 8.332 11.240 1.917
H 10.806 9.472 1.437
H 10.790 11.043 2.151
H 10.430 9.113 3.989
H 9.165 10.373 3.929
H 9.911 7.438 1.717
H 8.592 6.462 2.247
H 10.018 6.863 3.400
C 1.723 -3.740 -6.796
C 2.393 -2.832 -5.688
C 3.795 -3.331 -5.029
C 4.374 -2.213 -4.047
N 5.450 -1.262 -4.722
C 6.754 -2.018 -5.121
C 7.960 -1.094 -5.057
C 7.501 0.042 -4.148
C 6.039 -0.285 -3.652
C 4.913 -0.547 -5.930
H 1.590 -4.803 -6.592
H 2.390 -3.635 -7.652
H 0.734 -3.306 -6.938
H 1.604 -2.711 -4.946
H 2.485 -1.837 -6.122
H 4.435 -3.413 -5.908
H 3.671 -4.312 -4.571
H 4.862 -2.688 -3.196
H 3.529 -1.583 -3.769
H 6.663 -2.559 -6.063
H 7.050 -2.774 -4.393
H 8.083 -0.768 -6.089
H 8.870 -1.654 -4.843
H 7.494 1.020 -4.630
H 8.286 0.148 -3.398
H 5.508 0.665 -3.592
H 5.967 -0.749 -2.668
H 5.541 0.176 -6.450
H 4.194 0.096 -5.422
H 4.494 -1.199 -6.697
C -3.924 -15.999 -3.691
C -2.607 -15.380 -4.193
C -1.850 -14.670 -3.045
C -2.450 -13.291 -2.695
N -1.366 -12.393 -1.828
C -0.918 -13.013 -0.550
C -0.670 -11.892 0.449
C -1.365 -10.626 -0.061
C -2.099 -11.115 -1.305
C -0.151 -11.983 -2.745
H -4.100 -16.956 -4.181
H -4.759 -15.391 -4.039
H -3.991 -16.154 -2.614
H -2.762 -14.760 -5.076
H -2.016 -16.186 -4.630
H -0.858 -14.465 -3.447
H -1.610 -15.273 -2.170
H -3.304 -13.577 -2.081
H -2.655 -12.657 -3.557
H -0.001 -13.542 -0.809
H -1.839 -13.593 -0.480
H 0.364 -11.576 0.588
H -1.082 -12.086 1.440
H -0.674 -9.827 -0.331
H -2.166 -10.340 0.621
H -2.206 -10.300 -2.022
H -3.153 -11.373 -1.198
H -0.441 -11.432 -3.640
H 0.483 -12.851 -2.925
H 0.482 -11.343 -2.131
As 0.491 -4.245 12.202
F 2.200 -4.637 11.956
F 0.655 -2.500 11.789
F -1.358 -4.074 12.279
F 0.246 -5.989 12.522
F 0.669 -3.886 13.943
F 0.281 -4.690 10.483
As -0.749 -1.460 2.532
F -2.239 -0.339 2.571
F 0.290 -0.082 2.057
F 0.668 -2.586 2.433
F -1.843 -2.790 2.989
F -1.083 -1.887 0.829
F -0.406 -1.231 4.319
O -0.130 4.649 -1.433
C 0.644 5.384 -2.213
O 0.190 6.149 -3.108
O 1.837 5.243 -2.022
H 0.645 4.120 -1.231
*
```

Properties
Lowest unoccupied orbital energy (Ha): -0.3491
Energy relative to the best compared isomer or geometry (same formula, charge and spin) (eV): 9.7283

Mulliken population analysis, charges in e, atoms 1 to 2: number 1, C, carries -0.958; number 2, N, carries 0.017

---

3.
A structure of composition C26H9F24GeN3OSTc. Source: OMol25; level of theory: ωB97M-V/def2-TZVPD.

```
! wB97M-V def2-TZVPD RIJCOSX def2/J DEFGRID3
* xyz 2 2
Tc -0.236 0.155 0.540
N 0.897 0.950 2.205
H 1.496 0.252 2.648
H 0.284 1.306 2.942
H 1.503 1.722 1.922
F -3.901 -1.264 2.077
C -2.900 -1.561 1.299
F -2.832 -2.856 1.114
F -1.730 -1.211 1.994
C -2.864 -0.780 -0.050
O -1.557 -0.786 -0.518
C -3.243 0.705 0.182
F -4.400 0.933 0.719
F -2.247 1.167 1.104
F -3.078 1.435 -0.884
C -3.819 -1.465 -1.075
F -4.037 -0.670 -2.108
F -4.971 -1.734 -0.478
F -3.264 -2.585 -1.505
F 0.235 6.874 -0.769
C 0.966 6.255 -1.731
C 1.109 4.878 -1.710
C 1.889 4.311 -2.700
F 2.119 2.968 -2.741
C 2.476 5.067 -3.687
F 3.220 4.470 -4.627
C 2.297 6.441 -3.693
F 2.858 7.177 -4.637
C 1.536 7.043 -2.700
F 1.359 8.366 -2.679
Ge 0.180 3.968 -0.274
S 0.297 1.780 -0.901
C -1.696 4.375 -0.205
C -2.387 4.045 0.953
F -1.739 3.402 1.954
C -3.710 4.371 1.145
F -4.346 4.033 2.260
C -4.376 5.065 0.144
F -5.643 5.385 0.305
C -3.718 5.414 -1.026
F -4.364 6.065 -1.973
C -2.392 5.060 -1.188
F -1.802 5.387 -2.328
C 1.111 4.467 1.353
C 0.660 5.458 2.210
F -0.522 6.031 2.023
C 1.420 5.902 3.281
F 0.964 6.843 4.080
C 2.671 5.352 3.509
F 3.400 5.765 4.524
C 3.157 4.361 2.668
F 4.350 3.821 2.883
C 2.371 3.951 1.615
F 2.879 2.972 0.806
C 0.297 -3.270 0.434
C 1.360 -2.338 -0.022
N 1.337 -0.989 -0.024
C 2.539 -0.539 -0.594
C 3.269 -1.617 -0.922
N 2.514 -2.721 -0.556
H -0.525 -3.280 -0.284
H -0.093 -2.983 1.409
H 0.692 -4.280 0.519
H 2.761 0.505 -0.720
H 4.240 -1.706 -1.378
H 2.794 -3.686 -0.673
*
```

Properties
Lowest unoccupied orbital energy (spin up / spin down) (Ha): -0.3552 / -0.3275

natural (NBO) population analysis, charges in e, atoms 1 to 2: number 1, Tc, carries 1.142; number 2, N, carries -0.997

---

4.
A cluster of 2 separate species, C5H15NO in total. Source: OMol25; level of theory: ωB97M-V/def2-TZVPD.

```
! wB97M-V def2-TZVPD RIJCOSX def2/J DEFGRID3
* xyz 0 1
C -0.644 -1.872 0.986
C -0.230 -0.579 0.470
C 0.781 -0.468 -0.772
C 1.913 -1.538 -0.391
C 1.403 0.898 -0.803
N 0.924 1.795 -1.838
H -1.390 -1.669 1.823
H 0.274 -2.263 1.393
H -0.887 -2.684 0.262
H 0.354 0.053 1.245
H -1.046 0.042 0.172
H 0.226 -0.739 -1.733
H 1.618 -2.694 -0.123
H 2.446 -1.076 0.576
H 2.675 -1.653 -1.238
H 2.540 0.833 -1.114
H 1.449 1.417 0.092
H 0.024 2.216 -1.758
H 1.563 2.621 -1.902
O -4.957 2.618 1.794
H -4.846 2.776 0.850
H -4.187 1.967 2.011
*
```

Properties
Structure (SMILES): CC[C@H](C)CN.O
Lowest unoccupied orbital energy (Ha): 0.0177
Energy relative to the best compared isomer or geometry (same formula, charge and spin) (eV): 2.3560

natural (NBO) population analysis, charges in e, atoms 1 to 2: number 1, C, carries -0.629; number 2, C, carries -0.384

---

5.
The ion C5H12NO with charge +1. Source: OMol25; level of theory: ωB97M-V/def2-TZVPD.

```
! wB97M-V def2-TZVPD RIJCOSX def2/J DEFGRID3
* xyz 1 1
N -1.826 -0.193 0.490
C -1.759 -0.622 -0.954
C -0.623 -0.997 -1.494
C 0.808 -0.565 -1.167
C 1.113 0.687 -0.324
C 1.381 0.554 1.174
O 0.398 1.280 1.914
H -1.047 -0.578 1.009
H -1.852 0.808 0.616
H -2.693 -0.540 0.875
H -2.745 -0.879 -1.322
H -0.657 -1.480 -2.467
H 1.341 -1.417 -0.739
H 1.275 -0.418 -2.125
H 2.005 1.114 -0.746
H 0.381 1.464 -0.473
H 1.385 -0.525 1.461
H 2.378 0.877 1.466
H 0.738 1.430 2.808
*
```

Properties
Structure (SMILES): [NH3+]/C=C\CCCO
Lowest unoccupied orbital energy (Ha): -0.1254
Energy relative to the best compared isomer or geometry (same formula, charge and spin) (eV): 1.1688

natural (NBO) population analysis, charges in e, atoms 1 to 2: number 1, N, carries -0.685; number 2, C, carries -0.106

---

6.
A structure of composition CF4NNdO2S2. Source: OMol25; level of theory: ωB97M-V/def2-TZVPD.

```
! wB97M-V def2-TZVPD RIJCOSX def2/J DEFGRID3
* xyz 2 4
Nd 0.463 -2.423 -0.436
F 2.335 -1.100 -0.278
N 0.424 1.717 -1.004
S 1.579 1.263 -0.049
O 2.220 2.446 0.514
S -1.083 1.038 -0.894
O -1.002 -0.491 -0.955
C -1.551 1.408 -2.684
F -2.869 1.421 -2.731
F -1.061 2.584 -3.008
F -1.089 0.481 -3.494
*
```

Properties
Lowest unoccupied orbital energy (spin up / spin down) (Ha): -0.4490 / -0.4090

Mulliken population analysis, charges in e, atoms 1 to 2: number 1, Nd, carries 2.331; number 2, F, carries -0.581

---

7.
A cluster of 2 separate species, C3H3Cl2NO in total. Source: OMol25; level of theory: ωB97M-V/def2-TZVPD.

```
! wB97M-V def2-TZVPD RIJCOSX def2/J DEFGRID3
* xyz 0 1
O -1.318 1.361 -2.181
C -1.404 0.700 -1.243
N -1.618 -0.103 -0.375
C -1.010 -0.441 0.810
C 0.050 0.171 1.258
Cl 0.787 -0.224 2.740
H -1.581 -1.106 1.469
H 0.388 1.060 0.915
Cl 2.227 -0.458 -1.578
H 3.479 -0.960 -1.815
*
```

Properties
Structure (SMILES): O=C=N/C=C/Cl.Cl
Lowest unoccupied orbital energy (Ha): 0.0139
Energy relative to the best compared isomer or geometry (same formula, charge and spin) (eV): 0.6618

natural (NBO) population analysis, charges in e, atoms 1 to 2: number 1, O, carries -0.478; number 2, C, carries 0.879

---

8.
A structure of composition C18H48BN3NbO6. Source: OMol25; level of theory: ωB97M-V/def2-TZVPD.

```
! wB97M-V def2-TZVPD RIJCOSX def2/J DEFGRID3
* xyz -1 1
C 3.842 0.084 0.901
C 3.346 1.523 0.726
C 3.437 1.954 -0.733
C 1.929 1.738 1.295
C 0.887 0.675 0.912
Nb -1.283 1.142 1.203
O -3.170 1.543 1.353
C -1.913 -0.722 -0.020
N -3.137 -1.479 0.369
C -0.975 2.645 -0.533
C -2.188 3.386 -0.879
N -2.404 4.622 -0.625
B -0.937 2.534 3.152
O -0.376 2.075 4.328
N -1.386 3.925 3.173
C -0.507 4.842 2.467
C -1.742 4.435 4.486
H 3.461 -0.357 1.825
H 4.935 0.042 0.935
H 3.520 -0.549 0.070
H 4.029 2.170 1.292
H 2.854 1.302 -1.389
H 4.469 1.928 -1.098
H 3.072 2.976 -0.873
H 1.595 2.722 0.942
H 1.986 1.815 2.386
H 1.116 -0.274 1.408
H 0.968 0.496 -0.177
H -1.351 -0.082 2.607
H -3.709 1.485 0.557
H -2.103 -0.276 -1.009
H -1.110 -1.460 -0.122
H -3.953 -1.076 -0.079
H -3.289 -1.341 1.362
H -0.701 1.965 -1.351
H -0.164 3.355 -0.350
H -2.954 2.772 -1.389
H -3.340 4.886 -0.926
H -0.257 1.126 4.240
H -1.057 5.691 2.050
H -0.027 4.328 1.633
H 0.290 5.229 3.123
H -0.896 4.454 5.188
H -2.534 3.820 4.918
H -2.126 5.457 4.391
C 2.647 -0.327 -7.032
O 2.129 -1.336 -6.191
C 2.983 -1.681 -5.114
C 2.599 -0.997 -3.820
O 2.747 0.407 -3.894
C 1.530 1.102 -4.094
H 1.832 0.005 -7.674
H 3.021 0.523 -6.457
H 3.458 -0.713 -7.661
H 4.022 -1.432 -5.362
H 2.917 -2.764 -4.976
H 3.259 -1.361 -3.026
H 1.571 -1.262 -3.548
H 0.922 1.094 -3.184
H 0.948 0.670 -4.913
H 1.782 2.133 -4.337
C -2.694 -3.970 3.377
O -1.425 -4.349 2.883
C -1.238 -5.738 2.730
C -1.415 -6.200 1.297
O -2.736 -6.037 0.831
C -2.926 -4.862 0.052
H -2.802 -2.899 3.212
H -3.502 -4.493 2.858
H -2.764 -4.177 4.451
H -1.925 -6.296 3.380
H -0.214 -5.966 3.045
H -1.174 -7.268 1.241
H -0.709 -5.657 0.658
H -2.486 -4.981 -0.945
H -2.505 -3.974 0.520
H -4.000 -4.716 -0.051
*
```

Properties
Lowest unoccupied orbital energy (Ha): 0.0949

Mulliken population analysis, charges in e, atoms 1 to 2: number 1, C, carries -1.493; number 2, C, carries 0.643

---

9.
A cluster of 2 separate species, C3H6O4 in total. Source: OMol25; level of theory: ωB97M-V/def2-TZVPD.

```
! wB97M-V def2-TZVPD RIJCOSX def2/J DEFGRID3
* xyz 0 1
C -1.748 1.657 1.438
C 1.026 -0.011 -0.046
C 0.474 -1.449 -1.759
O -0.843 2.094 2.041
O -1.669 0.836 0.448
O 1.801 0.266 0.909
O 1.220 -1.132 -0.565
H -2.729 1.963 1.779
H 1.189 -1.912 -2.389
H 0.086 -0.500 -2.187
H -0.459 -2.022 -1.350
H -0.752 0.554 0.290
H 2.405 -0.345 1.393
*
```

Properties
Lowest unoccupied orbital energy (Ha): 0.0251
Energy relative to the best compared isomer or geometry (same formula, charge and spin) (eV): 2.9897

natural (NBO) population analysis, charges in e, atoms 1 to 2: number 1, C, carries 0.647; number 2, C, carries 0.417

---

10.
A structure of composition C12H18N2O3S. Source: OMol25; level of theory: ωB97M-V/def2-TZVPD.

```
! wB97M-V def2-TZVPD RIJCOSX def2/J DEFGRID3
* xyz 0 1
C 3.041 2.926 -0.222
H 2.137 3.339 -0.856
H 3.630 2.338 -1.037
H 3.609 3.624 0.275
O 2.714 1.942 0.423
C 1.963 1.014 0.131
O 1.676 1.046 -0.960
C 1.523 -0.190 1.084
N 0.469 -0.951 0.542
C -0.722 -1.162 1.283
O -0.743 -1.147 2.674
N -1.608 -1.981 0.703
H -2.478 -1.872 1.080
C -2.003 -1.965 -0.676
C -2.501 -0.716 -1.388
C -3.846 -0.287 -1.390
C -4.126 1.085 -2.025
C -2.946 1.729 -2.053
S -1.672 0.599 -1.690
H -2.866 2.680 -2.307
H -5.012 1.265 -2.237
H -4.621 -1.091 -1.111
H -1.049 -2.204 -1.143
H -2.653 -2.683 -0.742
H 0.380 -1.090 -0.514
H 1.008 0.391 2.015
C 2.655 -0.881 1.497
C 3.300 -1.768 0.448
H 2.698 -2.000 -0.184
H 3.839 -0.767 -0.130
H 4.066 -2.478 0.744
C 3.665 -0.363 2.445
H 4.321 -1.020 2.895
H 3.116 0.152 3.338
H 4.105 0.587 2.020
H 2.053 -1.989 2.277
*
```

Properties
Lowest unoccupied orbital energy (Ha): 0.0240
Energy relative to the best compared isomer or geometry (same formula, charge and spin) (eV): 11.9825

natural (NBO) population analysis, charges in e, atoms 1 to 2: number 1, C, carries -0.222; number 2, H, carries 0.178

---

11.
The molecule C5H11NO2. Source: OMol25; level of theory: ωB97M-V/def2-TZVPD.

```
! wB97M-V def2-TZVPD RIJCOSX def2/J DEFGRID3
* xyz 0 1
C -1.346 1.282 -1.240
C -0.596 0.000 -0.570
O -1.440 -1.038 -0.652
C 0.816 -0.344 -1.065
N 1.907 0.069 -0.027
C 1.220 0.843 0.994
C -0.168 0.284 1.047
O -0.391 -1.062 1.594
H -2.555 0.929 -1.173
H -1.020 2.311 -0.774
H -0.941 1.294 -2.315
H -1.071 -1.828 -0.052
H 1.080 0.337 -1.895
H 0.833 -1.372 -1.327
H 2.832 0.307 -0.642
H 1.814 0.682 1.927
H 1.061 1.837 0.820
H -0.846 0.994 1.587
H 0.548 -1.562 1.506
*
```

Properties
Structure (SMILES): C[C@@]1(O)CNC[C@@H]1O
Lowest unoccupied orbital energy (Ha): 0.0280
Energy relative to the best compared isomer or geometry (same formula, charge and spin) (eV): 3.8065

natural (NBO) population analysis, charges in e, atoms 1 to 2: number 1, C, carries -0.649; number 2, C, carries 0.253

---

Which formula does entry 11 have? C5H11NO2